C28H46FNO24S6 | the ωB97M-V functional and the def2-TZVPD basis

The geometry in ORCA input format:
```
! RIJCOSX wB97M-V def2-TZVPD def2/J DEFGRID3
* xyz 0 1
C 5.35 -3.46 -1.33
H -0.06 2.41 -1.19
H 5.78 -4.84 -7.94
H 0.97 4.72 -0.41
H 7.35 -4.00 -6.27
O 6.12 -5.86 -3.96
C 0.45 1.83 -0.44
O 0.94 -2.68 4.82
H -7.45 -4.69 -3.76
C 2.14 4.12 3.29
C -0.75 5.95 3.99
C -1.55 0.63 2.99
H -6.36 -3.30 -2.06
H 2.29 -0.41 1.95
O -4.75 -4.52 -5.77
H -2.15 2.86 -0.66
H -1.92 1.43 0.35
H 6.02 -3.12 -2.12
H -6.49 -1.85 -3.08
H 2.46 3.01 5.03
S -5.31 -3.31 -5.30
H -1.44 6.79 4.02
S 6.75 -3.45 0.73
O -6.90 -3.41 -5.29
C 5.62 -4.90 -0.94
N 0.89 0.66 -0.90
O -4.96 -2.06 -5.87
H -3.51 1.95 -0.07
O -5.11 -3.24 -3.72
H -0.30 5.83 4.97
C 1.59 3.40 4.50
O 6.20 -3.69 2.03
H -7.21 1.93 -4.05
O 5.85 -3.61 -4.91
C 0.01 4.51 0.05
C -2.53 2.31 0.20
H -4.32 1.97 1.88
H 1.49 1.72 2.75
O 5.63 -2.72 -0.13
C -1.63 5.43 1.21
H 1.07 4.04 5.20
H 4.80 -5.32 -0.36
F 3.32 3.42 2.93
H 4.44 -3.89 -7.24
O -5.41 0.49 -0.57
H 1.26 5.46 1.88
H 4.31 -3.30 -1.63
C 1.38 4.39 1.98
O 3.89 -4.80 -4.07
C 0.11 3.69 1.35
O -0.61 5.75 0.40
H 5.08 -3.15 3.95
H -0.66 4.10 -0.69
O -6.96 2.40 -0.87
S 1.70 -2.99 3.67
H 2.14 4.16 1.24
H 6.38 -2.55 -6.60
H -0.85 1.44 3.17
O -1.48 3.43 4.55
O 3.17 -2.37 3.81
C 1.75 0.25 1.28
H -8.38 -3.18 -3.86
S 5.17 -5.03 -4.61
O 5.06 -5.51 -6.12
H -4.83 2.33 -4.42
H 0.95 2.56 4.29
O -3.09 5.00 3.70
C -2.68 3.16 1.46
O -6.86 0.58 -2.53
C 4.08 -3.38 4.27
C -3.50 2.34 2.49
C -1.39 3.99 1.88
H -1.29 -0.13 3.73
S -6.09 1.42 -1.40
O 2.12 -4.52 3.73
S -1.74 4.51 3.64
C -2.96 1.11 3.26
C 5.36 -4.43 -7.02
C -6.36 -2.94 -3.08
H 3.84 -4.73 2.60
H -3.39 3.93 1.17
H -3.99 2.99 3.19
H -1.39 0.18 2.01
C 6.35 -3.58 -6.25
H -6.65 0.32 -4.58
O 1.23 -2.68 2.36
H -3.02 1.33 4.32
H -4.40 0.74 -3.74
H 4.04 -3.42 5.36
C 3.55 -4.66 3.65
O 7.99 -2.80 0.58
C -5.10 1.57 -3.69
H 2.52 5.08 3.64
C -6.54 1.10 -3.83
H 5.84 -5.54 -1.79
H -3.64 0.28 3.11
C 0.58 2.30 0.86
O -2.54 6.16 1.35
C -7.39 -3.62 -3.96
C 1.29 1.46 1.73
H 3.86 -5.55 4.18
H 0.01 6.15 3.26
C 1.52 -0.12 -0.03
O -5.05 2.14 -2.37
O 6.78 -4.82 -0.09
H 1.86 -1.08 -0.39
*
```

## Properties
SMILES ... CCC[C@H](C)[C@]1(S(C)(=O)=O)C(=O)OC[C@]1(C[C@@H](C)F)c1cccnc1.O=S1(=O)OCCO1.O=S1(=O)OCCO1.O=S1(=O)OCCO1.O=S1(=O)OCCO1.O=S1(=O)OCCO1

=====

C28H46N6O5S2 | the ωB97M-V functional and the def2-TZVPD basis

The geometry in ORCA input format:
```
! RIJCOSX wB97M-V def2-TZVPD def2/J DEFGRID3
* xyz 0 1
O -1.59 5.33 -1.29
C 1.67 -1.12 -0.33
H -0.68 2.09 -3.52
C 1.65 0.23 -2.43
N 0.06 -7.73 -0.55
O 4.41 3.82 -1.63
C -3.23 0.59 -3.84
H -0.83 0.88 -2.22
H 0.29 -0.94 4.92
H -0.92 -3.01 3.03
C -1.47 5.79 0.02
N -3.09 4.36 0.05
N -0.20 4.71 5.80
C -0.62 3.83 4.84
H -2.30 -1.19 3.45
H -4.39 -0.07 -2.15
H 2.78 5.05 -1.81
C 1.61 -2.40 0.41
H 1.38 -4.54 0.37
O 0.08 2.89 4.50
C 3.60 2.14 -0.01
C 0.74 0.44 -3.67
C -0.69 1.00 -3.31
C 1.32 -2.40 -2.34
N 1.20 -2.61 -3.67
C -0.48 -1.70 4.68
C -1.97 4.10 4.24
N -2.32 5.24 0.79
O 0.72 -1.77 2.56
C -2.13 -7.01 0.21
H 0.18 -6.86 -1.03
H 0.58 -3.42 3.90
H -0.75 5.49 6.10
H 0.70 4.55 6.21
H 1.21 0.94 0.18
H 2.40 3.34 -2.16
H 1.82 -0.01 1.57
H -5.11 2.11 -1.75
H 4.19 1.78 -2.11
H -3.82 -0.24 -4.28
C -4.01 2.00 -1.75
O -1.14 -9.13 0.74
H 0.64 -0.43 -4.34
H -1.57 0.55 -5.23
H -2.31 -6.72 1.25
C 4.48 2.44 -1.26
C 3.43 0.60 0.21
H -2.44 4.98 4.67
H 2.71 0.33 -2.77
H -0.73 6.54 0.30
H 5.54 2.22 -1.04
H -1.86 -6.12 -0.36
C 1.82 -2.45 1.94
S -3.20 3.45 -2.49
C 3.18 4.13 -2.27
C -2.60 4.44 -1.15
H -3.54 1.49 -4.41
H 2.62 2.66 -0.08
C 1.40 -3.60 -0.21
H -1.86 4.25 3.17
H 3.77 0.07 -0.70
H -1.75 0.07 4.62
C -1.04 -8.06 0.17
H -2.61 -1.37 5.20
H -2.62 3.23 4.42
C -1.87 -1.02 4.46
H 2.75 -1.93 2.24
H -2.72 0.23 -1.70
C 0.00 -2.57 3.48
H 1.23 1.23 -4.28
H 4.06 0.23 1.04
H -3.74 2.01 -0.67
S 1.00 -4.20 -3.92
C 1.93 0.16 0.48
C 1.53 -1.11 -1.72
H 3.34 4.30 -3.35
H 0.81 -8.41 -0.59
H -1.57 -0.84 -4.04
C -3.55 0.63 -2.32
H 1.48 1.09 -1.76
C -1.74 0.25 -4.18
H -3.04 -7.43 -0.21
N 1.05 -4.80 -2.37
C 1.24 -3.70 -1.65
H -0.59 -2.38 5.54
H 1.92 -3.51 2.24
H 4.15 2.53 0.87
*
```

=====

C28H47BrN2OP2Sr | the ωB97M-V functional and the def2-TZVPD basis

The geometry in ORCA input format:
```
! RIJCOSX wB97M-V def2-TZVPD def2/J DEFGRID3
* xyz 2 1
H -2.54 -2.90 0.37
H -2.55 -0.51 -0.75
H -1.89 0.29 3.64
C -0.58 -4.61 -4.01
H -1.22 -4.74 1.58
H 0.73 2.82 -3.77
H -0.91 -3.81 -4.68
C -1.31 1.17 3.97
C 3.25 1.97 -1.05
H -2.46 3.05 -4.79
H -0.53 -5.22 0.02
H -0.19 4.85 -2.56
C -1.65 1.07 -1.92
C 3.97 3.33 -0.99
Sr 0.86 3.17 -0.95
C -2.25 4.20 -2.94
H 2.74 1.76 -0.09
H -1.35 -5.39 -4.00
H 4.45 -2.27 -2.39
H -3.03 -4.67 -2.47
H -4.91 5.92 -1.65
C -0.82 3.94 -2.73
H -4.82 3.73 -5.18
C -0.22 0.35 -3.73
C -2.99 5.01 -2.05
H 0.95 0.40 1.86
C -1.57 -3.29 0.03
N -0.40 1.64 2.93
H 4.09 -1.90 -4.08
H -4.61 -2.12 -1.82
C -0.26 -4.11 -2.61
H 3.62 0.46 -3.57
C -0.46 -0.97 -3.41
C -4.35 -3.17 -1.64
H 2.66 -0.55 -2.44
H -0.07 -4.95 -1.92
C -4.28 4.07 -4.29
C 3.68 -0.26 -2.74
H -0.09 -1.77 -4.05
C -0.83 2.52 2.04
H 4.93 -1.43 1.83
C -2.94 3.70 -4.07
C -0.19 2.75 -3.16
C -1.85 -0.26 -1.56
H -2.29 -5.32 0.30
H 0.67 -3.51 -2.61
C -0.71 1.41 -2.94
H -4.27 -3.33 -0.56
H 0.37 0.60 -4.62
H 3.13 -0.26 0.54
H 1.11 0.42 3.65
O -0.14 2.81 1.02
H -2.01 1.98 4.20
H 2.57 1.90 -1.94
H 4.44 3.59 -1.95
H -2.52 5.39 -1.14
H 0.33 -5.06 -4.43
C 4.08 -0.56 0.07
Br 1.07 -1.83 -0.95
P 4.42 0.63 -1.31
H 1.68 1.81 2.68
H -0.79 -2.63 0.44
C 0.92 1.03 2.76
C -1.39 -4.73 0.50
H 3.90 -1.55 -0.37
H -3.14 -3.19 -3.44
H -5.19 -3.78 -2.00
C -1.08 -1.30 -2.15
H 4.78 3.27 -0.24
H 6.14 -0.92 0.65
C 5.19 -0.65 1.11
H -1.80 3.00 2.20
H 5.55 -1.23 -3.33
N -4.94 4.84 -3.43
H -2.23 1.86 -1.45
C 4.50 -1.48 -3.15
C -3.10 -3.57 -2.41
C -4.33 5.30 -2.34
H -0.74 0.91 4.87
H 5.31 0.29 1.66
H 3.33 4.18 -0.68
P -1.49 -3.07 -1.77
*
```

## Properties
Energy above the lowest of the compared OMol25 structures with the same formula, charge and spin ... 0.0 kcal/mol

=====

DFT total energy: -148134.2832, -70628.8768, -124268.2023 (eV)